(1)
Computed, not measured: a structure of composition C5H7IN in a non-equilibrium geometry, with wB97M-V/def2-TZVPD.

XYZ file:
```
14
Properties=species:S:1:pos:R:3
C 0.1489 2.1168 -0.4687
C -0.4962 -1.4079 -0.8057
C -1.3031 -1.0953 0.4192
C 1.1904 0.1411 0.7966
C -0.0301 -0.3680 0.1551
N 0.3334 0.9733 0.0206
I 3.1623 -0.2597 0.1182
H -0.7092 2.3193 -1.0991
H 0.8522 2.9163 -0.2651
H 0.0694 -2.3285 -0.8361
H -0.8513 -1.0826 -1.7732
H -2.2247 -0.5420 0.3233
H -1.2983 -1.8021 1.2359
H 1.1563 0.4194 2.1790
```

Its net charge is +1. The frontier orbital gap is 8.62 eV.

Results of the Löwdin charge analysis, in e, for atoms 1 through 8: 0.216 -0.010 -0.003 -0.637 -0.416 -0.058 0.911 0.130

(2)
Computed, not measured: the ion C5H7INO with charge +1 in a non-equilibrium geometry, with wB97M-V/def2-TZVPD.

XYZ file:
```
15
Properties=species:S:1:pos:R:3
C 1.4228 -1.9730 0.2103
C 0.6020 -1.1807 1.0207
C 1.3349 -1.4305 -1.0108
C 0.0413 -0.1906 0.2136
C -0.8655 0.8929 0.5123
N -0.8015 2.1024 -0.3572
O 0.5495 -0.3305 -0.9932
I -3.1423 0.2202 0.0527
H 2.0052 -2.8840 0.4966
H 0.1752 -1.4996 1.9884
H 1.7776 -1.6636 -1.9080
H -0.7808 1.0378 1.5530
H -0.1417 1.6620 -1.0270
H -1.7230 2.2280 -0.9063
H -0.4535 3.0090 0.1549
```

Its net charge is +1. The frontier orbital gap is 7.50 eV. The structure (SMILES) is [NH3+][C@@H](I)c1ccco1.

Results of the Löwdin charge analysis, in e, for atoms 1 through 8: -0.021 0.017 -0.049 -0.395 -0.436 0.126 0.036 0.706

(3)
Computed, not measured: the ion C5H7INOS2 with charge +1 in a non-equilibrium geometry, with wB97M-V/def2-TZVPD.

XYZ file:
```
17
Properties=species:S:1:pos:R:3
C 0.5667 0.8524 -0.0725
C 3.0147 -1.7228 -0.1977
C 1.2598 1.9501 0.0203
C 0.4240 -1.3288 -0.9805
C -0.9439 -0.6687 0.9332
N 0.0567 -0.3047 -0.0577
O 1.0718 3.1623 -0.4500
S 1.6768 -2.6293 -0.2575
S 4.5548 -1.8032 0.2162
I 5.2282 0.5567 0.0250
H 2.1833 1.9089 0.6058
H -0.4383 -1.9404 -1.2347
H 0.9105 -0.9242 -1.8654
H -1.9070 -0.8098 0.4399
H -0.6597 -1.6006 1.4237
H -1.0417 0.1152 1.6834
H 0.2812 3.2856 -0.9943
```

Its net charge is +1. The frontier orbital gap (spin up / spin down) is 4.86 / 6.60 eV. Its multiplicity is 3. Its expectation value of S² is 2.030.

Results of the Löwdin charge analysis, in e, for atoms 1 through 8: 0.100 -1.122 -0.126 -0.305 0.018 -0.152 0.114 0.876

(4)
Computed, not measured: the molecule C5H7IS in a non-equilibrium geometry, with wB97M-V/def2-TZVPD.

XYZ file:
```
14
Properties=species:S:1:pos:R:3
C -0.7095 -0.7540 -1.2952
C 0.1140 0.6006 0.6272
C 1.3692 -0.0659 0.0877
C 0.1295 -0.7512 -0.1851
C -0.0992 -2.0991 0.6263
S -2.2061 -0.5459 -1.6404
I -4.0711 0.0017 0.2424
H -0.0957 0.6105 1.6641
H -0.3594 1.3799 0.0854
H 1.7430 0.5219 -0.7943
H 1.9577 -0.5227 0.8303
H 0.4603 -2.8853 0.2018
H -1.1640 -2.2085 0.5745
H 0.2112 -1.7234 1.6522
```

Its net charge is 0. The frontier orbital gap is 7.43 eV.

Results of the Löwdin charge analysis, in e, for atoms 1 through 8: -0.493 -0.046 -0.091 -0.585 0.020 0.545 -0.009 0.093